# 1
Density functional theory data (the ωB97M-V functional and the def2-TZVPD basis) for C47H81F6N4O31S2 as an isolated structure at a distorted geometry.

DFT total energy	-5786.572810	hartree
Kohn-Sham gap	8.36	eV
charge	-1

Last column: Löwdin charge in e.
Element x y z (Å)
C 0.553 -28.811 5.666  -0.567
F 1.754 -29.384 5.343  0.113
F 0.103 -29.060 6.966  0.080
F 0.796 -27.495 5.658  0.127
S -0.792 -29.281 4.468  0.611
O -0.163 -28.876 3.217  -0.305
O -1.246 -30.640 4.593  -0.277
N -1.858 -28.191 4.938  -0.287
S -3.226 -28.508 5.599  0.566
O -3.474 -29.868 5.989  -0.290
O -3.666 -27.475 6.506  -0.266
C -4.404 -28.264 4.189  -0.581
F -4.151 -29.134 3.179  0.109
F -5.641 -28.519 4.800  0.048
F -4.344 -27.019 3.704  0.133
C -4.296 -30.577 11.440  -0.072
C -3.446 -31.642 10.715  -0.249
N -2.156 -32.025 11.320  -0.170
C -2.258 -32.612 12.671  -0.248
C -0.951 -32.893 13.482  -0.092
C -1.354 -32.880 10.418  -0.278
C -0.651 -32.191 9.281  -0.100
H -3.752 -29.584 11.465  0.095
H -4.455 -30.877 12.492  0.059
H -5.244 -30.484 10.964  0.041
H -4.074 -32.540 10.576  0.117
H -3.244 -31.276 9.734  0.084
H -2.892 -31.938 13.258  0.092
H -2.794 -33.602 12.714  0.119
H -0.313 -32.029 13.431  0.066
H -1.170 -33.011 14.526  0.055
H -0.434 -33.792 13.147  0.059
H -1.925 -33.713 9.956  0.118
H -0.587 -33.387 11.013  0.097
H 0.233 -32.756 8.929  0.073
H -0.332 -31.218 9.683  0.080
H -1.289 -31.904 8.416  0.072
C -9.559 -29.608 3.946  -0.078
C -8.679 -28.716 3.077  -0.245
N -9.428 -27.462 2.799  -0.173
C -8.997 -26.902 1.522  -0.272
C -9.753 -27.570 0.355  -0.078
C -9.078 -26.590 3.881  -0.296
C -10.098 -25.481 4.099  -0.089
H -10.543 -29.675 3.567  0.065
H -9.518 -29.303 4.945  0.045
H -9.083 -30.591 3.966  0.074
H -7.717 -28.615 3.671  0.112
H -8.451 -29.272 2.157  0.104
H -9.284 -25.867 1.492  0.090
H -7.905 -26.945 1.334  0.125
H -9.864 -27.022 -0.570  0.061
H -9.178 -28.456 0.166  0.046
H -10.762 -27.691 0.783  0.084
H -8.083 -26.108 3.756  0.130
H -9.039 -27.179 4.759  0.090
H -11.106 -25.840 4.330  0.067
H -10.187 -24.890 3.130  0.081
H -9.973 -24.775 4.927  0.066
C 5.441 -26.202 8.008  -0.077
C 5.137 -24.724 7.748  -0.254
N 3.720 -24.261 7.728  -0.207
C 3.816 -22.849 7.509  -0.317
C 2.496 -22.132 7.344  -0.097
C 2.860 -24.721 8.779  -0.243
C 3.146 -24.090 10.150  -0.084
H 5.207 -26.555 8.995  0.060
H 6.492 -26.285 7.859  0.053
H 5.034 -26.807 7.186  0.083
H 5.672 -24.021 8.425  0.106
H 5.513 -24.450 6.769  0.100
H 4.483 -22.340 8.265  0.123
H 4.220 -22.761 6.459  0.128
H 2.709 -21.152 6.975  0.060
H 1.868 -22.635 6.621  0.081
H 1.994 -22.023 8.322  0.074
H 2.776 -25.791 8.863  0.111
H 1.914 -24.343 8.433  0.098
H 4.101 -24.422 10.657  0.082
H 2.355 -24.467 10.803  0.068
H 3.154 -23.009 10.188  0.053
C 2.494 -35.286 5.730  -0.093
C 1.072 -34.707 5.915  -0.092
O 0.430 -34.935 4.667  0.063
C 1.209 -35.731 3.946  -0.584
O 0.956 -36.151 2.872  0.172
O 2.341 -36.143 4.588  0.070
H 2.803 -35.841 6.643  0.137
H 3.242 -34.512 5.540  0.104
H 1.143 -33.630 6.083  0.136
H 0.544 -35.192 6.619  0.075
C 2.148 -31.239 2.196  -0.083
C 1.265 -32.238 2.977  -0.090
O 2.267 -32.986 3.679  0.048
C 3.327 -32.145 3.891  -0.555
O 4.264 -32.418 4.560  0.164
O 3.219 -31.011 3.154  0.056
H 1.676 -30.298 1.862  0.113
H 2.654 -31.702 1.349  0.133
H 0.647 -32.950 2.432  0.119
H 0.609 -31.677 3.539  0.071
C -5.631 -31.554 0.074  -0.085
C -5.667 -32.766 -0.883  -0.097
O -5.538 -33.885 -0.034  0.087
C -5.095 -33.540 1.161  -0.523
O -4.752 -34.365 1.986  0.123
O -5.123 -32.166 1.298  0.016
H -6.595 -31.144 0.436  0.128
H -5.014 -30.723 -0.240  0.114
H -4.789 -32.583 -1.512  0.118
H -6.598 -32.722 -1.397  0.121
C -6.565 -31.691 6.564  -0.139
C -6.034 -30.697 7.625  -0.118
O -6.844 -30.981 8.771  0.045
C -7.965 -31.599 8.325  -0.558
O -8.901 -31.841 9.005  0.167
O -7.857 -31.953 7.007  0.061
H -5.909 -32.562 6.473  0.116
H -6.554 -31.159 5.590  0.131
H -6.115 -29.649 7.327  0.114
H -4.915 -30.888 7.900  0.143
C -3.532 -34.232 4.989  -0.063
C -4.323 -35.460 4.962  -0.090
O -3.575 -36.404 5.830  0.072
C -2.331 -35.946 5.954  -0.675
O -1.539 -36.630 6.478  0.168
O -2.216 -34.773 5.409  0.075
H -3.782 -33.416 5.703  0.136
H -3.384 -33.828 3.991  0.116
H -4.303 -35.828 3.921  0.116
H -5.336 -35.421 5.252  0.118
C -1.328 -25.866 1.407  -0.146
C -0.923 -25.183 2.675  -0.080
O -1.462 -23.870 2.445  0.074
C -2.171 -23.783 1.344  -0.611
O -2.654 -22.768 0.958  0.156
O -2.234 -25.000 0.774  0.070
H -1.819 -26.839 1.550  0.128
H -0.511 -26.055 0.709  0.131
H 0.192 -25.028 2.781  0.160
H -1.400 -25.680 3.467  0.101
C -2.303 -37.017 1.728  -0.085
C -1.146 -37.405 0.723  -0.093
O -0.713 -36.152 0.239  0.076
C -1.212 -35.173 0.986  -0.589
O -0.856 -34.059 0.937  0.169
O -2.152 -35.616 1.859  0.047
H -2.225 -37.462 2.659  0.104
H -3.264 -37.245 1.331  0.117
H -1.354 -37.991 -0.145  0.113
H -0.340 -37.959 1.280  0.134
C -4.645 -26.463 9.316  -0.128
C -4.767 -25.178 8.472  -0.121
O -3.443 -24.723 8.269  0.093
C -2.643 -25.392 9.054  -0.615
O -1.498 -25.158 9.146  0.172
O -3.271 -26.434 9.703  0.046
H -4.924 -27.416 8.802  0.123
H -5.219 -26.320 10.229  0.119
H -5.330 -24.471 9.095  0.125
H -5.331 -25.305 7.561  0.122
C -0.662 -30.661 0.714  -0.084
C -1.924 -31.157 1.480  -0.031
O -2.782 -31.601 0.335  0.026
C -2.318 -31.011 -0.772  -0.556
O -2.768 -31.289 -1.904  0.079
O -1.188 -30.348 -0.584  0.083
H 0.024 -31.510 0.604  0.125
H -0.296 -29.765 1.174  0.090
H -2.471 -30.432 2.046  0.096
H -1.757 -32.066 2.082  0.121

***

# 2
Density functional theory data (the ωB97M-V functional and the def2-TZVPD basis) for C47H86IN2O23S2 as an isolated structure at a distorted geometry.

DFT total energy	-4776.216428	hartree
Kohn-Sham gap	6.35	eV
charge	+1

Last column: Löwdin charge in e.
Element x y z (Å)
C 5.355 -3.751 -0.712  -0.127
C 4.030 -3.897 0.173  -0.258
C 3.229 -5.233 -0.150  -0.196
C 1.794 -4.961 -0.813  -0.205
C 0.622 -5.691 -0.004  -0.202
C -0.741 -5.735 -0.850  -0.188
C -0.904 -4.306 -1.499  -0.218
C -2.393 -3.883 -1.823  -0.197
N -2.365 -3.013 -3.026  -0.216
C -3.710 -2.664 -3.544  -0.178
C -4.418 -1.435 -2.846  -0.213
C -5.968 -1.423 -3.130  -0.203
C -6.712 -0.132 -2.609  -0.206
C -6.744 0.012 -1.035  -0.204
C -8.050 -0.598 -0.381  -0.216
C -7.968 -0.331 1.196  -0.254
C -6.782 -1.130 1.885  -0.123
C -1.509 -1.887 -2.877  -0.997
S -1.329 -0.971 -1.497  0.706
S -0.498 -1.468 -4.348  0.878
C -0.313 0.353 -4.495  -0.432
C 0.802 0.964 -3.524  -0.228
C 1.823 -0.120 -3.011  -0.185
C 3.053 0.459 -2.259  -0.132
C 2.939 0.738 -0.822  0.057
C 4.106 1.245 -0.083  -0.019
C 4.088 1.529 1.464  -0.541
O 4.170 2.619 1.943  0.150
O 4.022 0.421 2.325  -0.553
I 2.162 -0.357 2.410  1.183
C 5.366 1.461 -0.848  0.068
C 5.383 1.155 -2.280  0.013
N 4.247 0.677 -2.906  0.127
H 6.066 -3.017 -0.243  0.064
H 5.127 -3.360 -1.749  0.065
H 5.793 -4.778 -0.831  0.070
H 3.432 -2.956 0.040  0.068
H 4.367 -3.907 1.253  0.103
H 3.893 -5.835 -0.838  0.102
H 3.157 -5.828 0.801  0.106
H 1.638 -3.853 -0.730  0.083
H 1.877 -5.324 -1.872  0.114
H 0.959 -6.710 0.318  0.107
H 0.463 -5.040 0.911  0.117
H -1.585 -6.052 -0.186  0.111
H -0.550 -6.518 -1.645  0.118
H -0.280 -4.274 -2.430  0.116
H -0.528 -3.566 -0.732  0.078
H -2.965 -4.818 -2.107  0.134
H -2.946 -3.443 -0.946  0.123
H -4.442 -3.522 -3.519  0.133
H -3.596 -2.393 -4.634  0.125
H -4.158 -1.342 -1.749  0.082
H -3.983 -0.500 -3.321  0.112
H -6.401 -2.326 -2.603  0.120
H -6.091 -1.499 -4.251  0.116
H -7.784 -0.219 -2.963  0.108
H -6.305 0.796 -3.110  0.111
H -5.854 -0.501 -0.564  0.096
H -6.748 1.115 -0.793  0.104
H -8.998 -0.137 -0.772  0.111
H -8.117 -1.714 -0.498  0.108
H -7.837 0.782 1.303  0.090
H -8.933 -0.603 1.697  0.100
H -6.444 -1.942 1.177  0.068
H -5.909 -0.451 2.099  0.069
H -7.126 -1.587 2.855  0.071
H -0.036 0.561 -5.570  0.090
H -1.322 0.810 -4.330  0.087
H 0.281 1.462 -2.666  0.102
H 1.352 1.736 -4.131  0.117
H 1.334 -0.852 -2.309  0.075
H 2.217 -0.742 -3.873  0.122
H 1.957 0.551 -0.336  0.070
H 6.320 1.814 -0.396  0.136
H 6.335 1.311 -2.841  0.148
H 4.293 0.443 -3.902  0.184
C 4.076 -2.086 -9.530  -0.042
O 2.798 -2.718 -9.580  0.011
C 2.138 -2.719 -8.418  -0.609
O 2.529 -2.244 -7.378  0.099
O 0.967 -3.336 -8.608  0.011
C 0.151 -3.412 -7.440  -0.055
H 4.513 -2.148 -10.526  0.097
H 3.976 -1.034 -9.260  0.096
H 4.734 -2.603 -8.830  0.097
H -0.105 -2.414 -7.085  0.049
H 0.651 -3.983 -6.656  0.098
H -0.769 -3.929 -7.710  0.099
C 3.245 0.541 6.364  -0.046
O 3.618 -0.262 7.480  -0.006
C 2.645 -1.067 7.928  -0.607
O 1.534 -1.153 7.473  0.127
O 3.126 -1.757 8.968  0.000
C 2.191 -2.664 9.553  -0.038
H 4.107 1.147 6.089  0.099
H 2.976 -0.086 5.512  0.051
H 2.422 1.208 6.626  0.102
H 1.881 -3.418 8.829  0.098
H 1.326 -2.126 9.943  0.100
H 2.692 -3.163 10.381  0.096
C -3.548 -0.664 -8.656  -0.041
O -4.456 -0.387 -7.590  -0.011
C -5.616 0.160 -7.981  -0.612
O -5.928 0.420 -9.112  0.135
O -6.364 0.365 -6.890  -0.012
C -7.641 0.949 -7.155  -0.037
H -2.651 -1.102 -8.220  0.082
H -3.979 -1.383 -9.354  0.102
H -3.268 0.254 -9.174  0.100
H -8.238 0.295 -7.793  0.101
H -7.527 1.932 -7.612  0.100
H -8.154 1.066 -6.202  0.091
C 10.408 -0.903 8.233  -0.046
O 9.494 -0.669 9.303  0.003
C 8.324 -0.142 8.922  -0.611
O 8.007 0.135 7.793  0.116
O 7.571 0.024 10.014  0.007
C 6.282 0.584 9.757  -0.036
H 11.314 -1.329 8.660  0.094
H 9.991 -1.617 7.520  0.097
H 10.665 0.033 7.735  0.097
H 5.701 -0.070 9.106  0.081
H 6.376 1.579 9.320  0.099
H 5.763 0.673 10.710  0.097
C 1.021 2.782 3.480  -0.103
O 0.108 3.014 4.549  0.007
C -1.062 3.540 4.161  -0.608
O -1.372 3.811 3.029  0.121
O -1.822 3.707 5.246  0.010
C -3.111 4.259 4.975  -0.036
H 1.928 2.355 3.906  0.059
H 0.603 2.070 2.769  0.028
H 1.280 3.718 2.983  0.106
H -3.683 3.598 4.323  0.094
H -3.020 5.252 4.534  0.101
H -3.640 4.351 5.923  0.097
C -6.472 4.067 1.364  -0.043
O -7.394 4.301 2.425  -0.002
C -8.565 4.819 2.030  -0.611
O -8.873 5.085 0.897  0.126
O -9.331 4.988 3.114  0.002
C -10.620 5.538 2.841  -0.041
H -5.564 3.650 1.798  0.089
H -6.878 3.346 0.652  0.081
H -6.216 5.001 0.862  0.100
H -11.190 4.876 2.189  0.099
H -10.529 6.530 2.398  0.099
H -11.147 5.628 3.789  0.094
C 6.634 4.274 2.908  -0.043
O 7.650 5.022 2.238  0.001
C 7.240 6.209 1.772  -0.613
O 6.130 6.664 1.874  0.127
O 8.281 6.800 1.173  0.001
C 7.988 8.086 0.624  -0.042
H 7.077 3.336 3.240  0.098
H 6.272 4.815 3.783  0.106
H 5.814 4.048 2.229  0.061
H 7.679 8.778 1.408  0.100
H 7.220 8.010 -0.147  0.097
H 8.901 8.464 0.168  0.095

***

- Number 1 is which compound?
  C47H81F6N4O31S2